An isolated molecule of CH6Si2 in a non-equilibrium geometry, computed with ωB97M-V/def2-TZVPD.

Calculated values
M	74.23	g mol⁻¹
total charge	0
ΔE to the lowest compared entry with this formula, charge and spin	102.0	kJ/mol

Each atom is followed by the atoms it is bonded to, with distances in Å.
Element x y z (Å)
1 C -0.4135 -0.8335 -0.3788  Si2 1.816, Si3 1.885, H4 1.173, H5 1.089
2 Si -1.5854 0.4609 0.1208  C1 1.816, Si3 2.568, H6 1.485
3 Si 0.9609 0.4457 -0.2143  C1 1.885, Si2 2.568, H7 1.423, H8 1.521, H9 1.520
4 H -0.4062 -1.5971 0.5112  C1 1.173
5 H -0.5023 -1.4591 -1.2655  C1 1.089
6 H -2.1974 -0.1461 1.3305  Si2 1.485
7 H 0.7194 1.7178 -0.8034  Si3 1.423
8 H 0.9702 1.0569 1.1788  Si3 1.521
9 H 2.4544 0.3545 -0.4793  Si3 1.520